No. 1
Molecular formula: C4H10O
Method: DFT, ωB97M-V with the def2-TZVPD basis set

The geometry in XYZ format:
```
15
Properties=species:S:1:pos:R:3:lowdin_charge:R:1
H 0.212 1.197 -1.523 0.070
H -0.338 0.888 -1.125 0.037
C 2.085 0.254 0.541 -0.076
C 1.557 -0.871 -0.314 -0.362
O 0.874 -1.772 0.114 0.012
H 2.334 1.135 -0.058 0.065
H 2.998 -0.089 1.041 0.084
H 1.352 0.512 1.310 0.080
H 1.850 -0.852 -1.385 0.111
C -1.847 -0.891 0.674 -0.098
C -2.327 0.223 0.132 -0.126
H -1.392 -0.902 1.661 0.054
H -1.865 -1.841 0.147 0.054
H -2.285 1.178 0.651 0.048
H -2.769 0.231 -0.862 0.048
```

The gap between HOMO and LUMO comes out at 11.016 eV. The calculation puts the energy relative to the best compared isomer or geometry (same formula, charge and spin) at 2.4617 eV. The value obtained for the molecular weight is 74.1 Da.

***

No. 2
Molecular formula: C4H10O
Method: DFT, ωB97M-V with the def2-TZVPD basis set

The geometry in XYZ format:
```
15
Properties=species:S:1:pos:R:3:lowdin_charge:R:1
C -1.017 0.393 -1.606 -0.097
C 0.347 0.411 -0.914 -0.215
C 0.638 -0.552 0.239 -0.416
C 0.321 0.208 1.687 -0.050
O -0.119 -1.724 0.148 -0.038
H -1.803 0.231 -0.863 0.073
H -1.147 -0.362 -2.392 0.072
H -1.195 1.372 -2.069 0.069
H 1.182 0.607 -1.603 0.114
H 0.343 1.166 -0.144 0.065
H 1.718 -0.766 0.236 0.129
H 0.718 1.236 1.850 0.073
H -0.754 0.308 1.923 0.075
H 0.755 -0.365 2.513 0.056
H 0.014 -2.163 0.995 0.089
```

The gap between HOMO and LUMO comes out at 10.777 eV. The calculation puts the energy relative to the best compared isomer or geometry (same formula, charge and spin) at 1.3248 eV. The value obtained for the molecular weight is 74.1 Da.

***

What is the formula in the second record? C4H10O

***

What is the energy relative to the best compared isomer or geometry (same formula, charge and spin) in the first record? 2.4617 eV

***

Which value of energy relative to the best compared isomer or geometry (same formula, charge and spin) does entry 2 give? 1.3248 eV

***

The lowest gap between HOMO and LUMO belongs to which entry? number 2